The following is a DFT calculation (ωB97M-V/def2-TZVPD) of C14H42FO7Pb as an isolated structure at a distorted geometry.

CARTESIAN COORDINATES (ANGSTROEM)
C: 2.224 -2.703 -1.485
H: -3.952 -0.794 -0.042
H: 0.278 2.257 2.204
C: -1.936 -2.675 -2.678
H: 1.361 0.526 0.561
C: 3.854 2.141 -0.693
H: 1.065 -1.111 -2.397
H: 4.767 -0.801 3.831
C: 1.917 -1.755 -2.619
H: -2.437 0.045 0.026
H: -0.748 2.545 -0.797
H: -3.984 -2.717 -2.014
H: 0.383 2.461 -2.109
O: 1.927 1.302 0.461
C: -1.378 2.777 3.480
C: -3.388 -2.244 -2.800
H: -0.501 -0.002 2.042
H: 2.230 0.915 -1.532
C: -1.561 2.441 -2.855
H: -2.562 2.098 -2.582
H: 2.383 -2.217 -0.525
H: -1.565 3.506 -3.066
H: -3.826 -2.633 -3.720
H: 3.129 -3.251 -1.754
H: -1.268 1.889 -3.750
H: -3.592 2.150 0.825
O: -1.300 -2.090 -1.519
H: -3.511 -1.165 -2.741
H: -1.182 -1.140 -1.721
H: 2.529 0.362 3.704
H: 3.895 -1.041 5.347
O: 1.174 -3.730 -1.323
C: -0.765 1.963 2.361
H: 3.948 -2.318 4.150
H: 3.410 3.097 -0.967
O: -0.947 0.587 2.670
H: -5.112 1.299 0.777
H: -1.253 2.231 1.412
C: 2.643 -0.723 3.583
F: 0.316 -0.997 0.651
H: -0.089 0.457 -0.773
C: -0.582 2.067 -1.763
H: 3.302 0.080 -0.377
O: 2.670 -1.072 2.207
C: 2.836 1.042 -0.629
H: -1.912 -3.764 -2.679
Pb: -0.432 -3.200 0.504
H: 1.863 -0.807 1.756
C: 3.871 -1.235 4.277
H: 4.646 1.880 -1.397
H: -2.877 0.725 2.429
O: -3.827 0.652 2.251
H: 2.781 -1.106 -2.759
H: -1.401 -2.287 -3.548
H: -2.411 2.455 3.637
H: 4.348 2.237 0.275
H: 1.701 -2.256 -3.564
O: -0.550 0.650 -1.600
H: 1.188 -4.195 -2.168
H: -3.700 0.562 -1.111
H: 1.722 -1.102 4.051
H: -0.915 2.522 4.435
H: -1.342 3.846 3.291
C: -3.512 0.207 -0.094
C: -4.045 1.159 0.957

## Properties
Energy (hartree): -1377.74121
Charge: +1
HOMO energy (hartree): -0.446

So, what does the Mulliken scheme give us? The charges, in e, come out as:
1. C 0.085
2. H 0.252
3. H 0.443
4. C -0.298
5. H -0.182
6. C -1.627
7. H 0.046
8. H 0.326
9. C -0.741
10. H -0.160
11. H 0.212
12. H 0.297
13. H 0.243
14. O -0.294
15. C -1.347
16. C -1.152
17. H 0.274
18. H -0.019
19. C -1.385
20. H 0.246
21. H -0.015
22. H 0.426
23. H 0.431
24. H 0.361
25. H 0.312
26. H 0.266
27. O 0.472
28. H 0.218
29. H 0.065
30. H 0.244
31. H 0.384
32. O -0.598
33. C 0.503
34. H 0.311
35. H 0.342
36. O -0.732
37. H 0.414
38. H -0.299
39. C 0.046
40. F -0.503
41. H -0.349
42. C 0.109
43. H 0.059
44. O -0.492
45. C 0.836
46. H 0.431
47. Pb 1.372
48. H 0.125
49. C -1.371
50. H 0.404
51. H 0.369
52. O -0.619
53. H 0.374
54. H 0.249
55. H 0.304
56. H 0.354
57. H 0.458
58. O -0.328
59. H 0.323
60. H 0.103
61. H 0.257
62. H 0.362
63. H 0.385
64. C -0.007
65. C -0.574

---

The following is a DFT calculation (ωB97M-V/def2-TZVPD) of C14H42FO7S7Tl as an isolated structure at a distorted geometry.

CARTESIAN COORDINATES (ANGSTROEM)
H: 5.641 0.020 3.457
H: -0.253 -4.788 1.454
C: -1.328 -3.343 -3.738
H: -1.048 -3.792 2.697
H: -4.029 -3.876 0.935
H: 3.780 -1.004 -1.424
C: 4.981 0.178 2.604
H: 3.848 -2.617 1.975
C: -4.180 1.993 -2.178
O: -1.007 3.136 -0.092
H: -1.994 -5.104 1.713
C: -4.711 -0.660 -2.242
H: 0.260 2.576 4.420
H: -4.389 -1.700 -2.305
H: 3.344 4.814 1.827
C: 0.819 3.496 4.247
S: 2.606 -2.940 -0.355
H: 1.210 -3.674 -2.201
H: -5.120 -0.432 -1.257
H: -5.465 -0.504 -3.013
H: -3.143 5.016 -0.328
O: -1.157 -1.722 0.867
H: -4.861 2.088 -3.023
O: -0.125 -1.354 -2.277
C: -3.042 4.634 0.687
C: 3.672 -2.241 2.982
H: 0.138 4.280 3.916
H: 0.103 6.384 1.146
S: 3.315 -0.457 3.026
H: -3.364 5.377 1.416
C: -1.201 -4.359 1.779
C: 1.802 -4.184 -1.440
H: 1.138 -2.819 -4.468
C: 3.417 -1.976 -1.759
H: 5.458 -0.204 1.701
S: -1.237 4.261 0.919
H: 0.368 -2.007 -5.788
O: 1.425 -2.037 0.050
H: -1.442 -3.453 -4.816
C: 0.707 -1.862 -4.762
H: 1.325 -0.971 -4.652
C: 2.698 4.736 2.702
H: 0.446 5.620 -0.338
O: 1.171 2.691 1.795
H: -2.336 -3.463 -3.343
H: 2.827 -2.782 3.408
C: -3.514 -2.959 1.223
H: 4.437 -2.442 3.732
Tl: 0.205 0.581 -0.035
H: 2.809 -1.847 -2.654
O: -2.387 0.344 -1.227
S: -0.768 -1.599 -3.638
O: 2.399 -0.201 1.798
H: -1.124 6.565 -0.071
H: 3.177 4.988 3.648
H: -4.690 1.894 -1.220
F: 0.759 1.756 -2.657
H: -0.682 -4.087 -3.272
H: 2.599 -4.665 -2.006
H: 4.207 -2.555 -2.238
H: 5.072 1.256 2.468
H: 1.353 3.682 5.178
H: 1.863 5.422 2.564
H: -3.455 -2.806 2.301
C: -0.386 5.865 0.321
S: -1.836 -3.048 0.587
H: 1.282 -5.025 -0.981
S: 2.104 3.032 2.981
H: -4.124 -2.126 0.872
H: -3.526 3.687 0.928
S: -3.272 0.420 -2.419
H: -3.570 2.894 -2.110

## Properties
Energy (hartree): -4143.99113
Charge: +2
HOMO energy (hartree): -0.490

So, what does the Mulliken scheme give us? The charges, in e, come out as:
1. H 0.442
2. H 0.283
3. C -1.020
4. H 0.339
5. H 0.437
6. H 0.309
7. C -1.013
8. H 0.081
9. C -0.981
10. O -0.501
11. H 0.446
12. C -0.962
13. H 0.300
14. H 0.202
15. H 0.358
16. C -1.029
17. S 0.264
18. H -0.194
19. H 0.291
20. H 0.459
21. H 0.359
22. O -0.487
23. H 0.440
24. O 0.087
25. C -1.074
26. C -0.758
27. H 0.295
28. H 0.337
29. S 0.341
30. H 0.429
31. C -1.072
32. C -0.780
33. H 0.352
34. C -0.802
35. H 0.311
36. S 0.627
37. H 0.464
38. O -0.217
39. H 0.521
40. C -1.122
41. H 0.332
42. C -0.941
43. H 0.353
44. O -0.388
45. H 0.261
46. H 0.340
47. C -1.077
48. H 0.459
49. Tl 1.429
50. H 0.043
51. O -0.523
52. S 0.446
53. O -0.468
54. H 0.405
55. H 0.432
56. H 0.299
57. F -0.529
58. H 0.285
59. H 0.499
60. H 0.501
61. H 0.293
62. H 0.460
63. H 0.180
64. H 0.378
65. C -0.980
66. S 0.624
67. H 0.374
68. S 0.456
69. H 0.241
70. H 0.300
71. S 0.486
72. H 0.264

---

The following is a DFT calculation (ωB97M-V/def2-TZVPD) of C14H42O7PbS7 as an isolated structure at a distorted geometry.

CARTESIAN COORDINATES (ANGSTROEM)
C: 36.795 -26.041 11.466
C: 33.630 -27.040 15.420
H: 36.733 -22.581 9.319
H: 37.299 -21.376 12.080
H: 27.175 -23.819 14.021
H: 37.750 -19.687 12.718
H: 33.889 -23.397 17.398
H: 33.739 -18.716 12.188
H: 37.324 -25.154 11.113
C: 34.250 -23.346 7.584
H: 31.168 -28.178 15.633
H: 37.074 -19.980 11.135
Pb: 32.823 -23.470 12.295
S: 35.429 -20.189 12.962
H: 34.458 -26.336 15.381
H: 35.698 -22.667 10.807
H: 31.415 -21.035 15.692
O: 33.727 -24.364 10.039
H: 37.518 -26.849 11.574
C: 29.202 -23.625 15.913
C: 33.290 -22.481 17.384
O: 30.705 -23.416 13.770
H: 30.066 -27.334 14.456
H: 33.440 -27.292 16.464
H: 37.782 -24.410 13.509
H: 33.775 -22.396 7.835
C: 32.374 -20.522 15.740
H: 34.917 -18.923 10.933
O: 34.611 -21.373 12.440
H: 36.677 -24.424 14.872
H: 28.266 -25.213 13.956
S: 33.755 -21.727 15.792
H: 29.861 -23.191 8.919
S: 35.837 -25.727 12.953
H: 31.449 -23.749 8.349
H: 32.461 -26.316 9.157
O: 31.160 -24.787 11.099
C: 28.055 -24.231 13.525
H: 36.093 -26.318 10.680
C: 31.399 -26.534 9.073
H: 27.960 -24.317 12.450
O: 33.541 -22.759 14.760
H: 33.895 -27.924 14.844
C: 34.813 -18.786 12.008
H: 31.318 -27.618 9.216
H: 31.372 -28.352 13.845
S: 32.141 -26.213 14.809
H: 32.544 -19.989 14.806
S: 34.887 -24.064 9.127
O: 32.430 -25.770 13.386
H: 35.126 -23.050 7.002
H: 29.950 -24.506 7.771
H: 33.431 -21.859 18.262
H: 33.612 -24.039 7.047
C: 31.069 -27.699 14.661
H: 32.278 -22.898 17.376
C: 37.065 -25.027 14.055
S: 30.366 -25.321 9.945
C: 35.722 -22.559 9.720
H: 35.299 -17.878 12.364
S: 29.311 -23.104 14.225
H: 32.455 -19.941 16.655
H: 28.220 -23.994 16.204
H: 37.657 -25.827 14.509
H: 31.191 -26.564 7.994
H: 35.164 -21.647 9.515
O: 34.956 -24.523 12.589
H: 29.596 -22.865 16.582
C: 37.050 -20.320 12.175
H: 29.852 -24.501 16.036
C: 30.451 -24.062 8.635

## Properties
Energy (hartree): -4064.82393
Charge: +2
HOMO energy (hartree): -0.504

So, what does the Mulliken scheme give us? The charges, in e, come out as:
1. C -1.017
2. C -1.059
3. H 0.531
4. H 0.202
5. H 0.467
6. H 0.435
7. H 0.319
8. H 0.308
9. H 0.288
10. C -1.131
11. H 0.453
12. H 0.328
13. Pb 1.841
14. S 0.409
15. H 0.139
16. H -0.291
17. H 0.064
18. O -0.197
19. H 0.455
20. C -0.774
21. C -0.873
22. O -0.315
23. H 0.227
24. H 0.487
25. H 0.380
26. H 0.310
27. C -0.659
28. H 0.315
29. O -0.376
30. H 0.280
31. H 0.219
32. S 0.395
33. H 0.327
34. S 0.438
35. H 0.015
36. H 0.077
37. O -0.370
38. C -0.956
39. H 0.285
40. C -0.909
41. H 0.300
42. O -0.489
43. H 0.388
44. C -1.059
45. H 0.386
46. H 0.363
47. S 0.648
48. H 0.144
49. S 0.398
50. O -0.668
51. H 0.432
52. H 0.471
53. H 0.413
54. H 0.373
55. C -1.092
56. H 0.147
57. C -1.066
58. S 0.349
59. C -0.558
60. H 0.450
61. S 0.387
62. H 0.481
63. H 0.448
64. H 0.437
65. H 0.409
66. H 0.405
67. O -0.553
68. H 0.299
69. C -0.970
70. H 0.074
71. C -0.812

---

no.,orbital gap (eV),LUMO level (eV)
1,7.05,-5.09
2,3.53,-9.80
3,9.73,-3.98